1.
Below is an isolated ion of composition C4H6ClN2S and charge +1, with properties calculated with the ωB97M-V functional and the def2-TZVPD basis.

XYZ file:
```
14
Properties=species:S:1:pos:R:3:forces:R:3:lowdin_charge:R:1
S 1.179 1.704 -2.479 0.1326 0.6801 -0.9399 0.61
H 2.837 -0.037 -0.526 -0.3608 -0.1338 0.6703 0.14
C 1.771 0.051 -0.328 -0.9387 0.1543 0.1557 -0.02
Cl -0.677 2.291 -3.056 0.2193 -0.2303 0.2772 0.22
H -1.492 -1.932 1.322 0.1493 -2.4135 -0.2097 0.08
C -0.308 -0.315 0.513 0.5453 -1.3808 -0.4698 -0.26
H -2.276 -0.470 1.318 -2.7949 1.4855 -0.7518 0.07
H -1.029 -0.588 2.339 0.3356 -0.2027 1.9526 0.09
C 0.869 0.741 -1.100 -0.7671 -1.7137 1.2907 -0.63
H 1.247 -1.085 1.506 0.9095 -0.3388 0.2038 0.17
C -1.370 -0.916 1.405 2.8080 1.9856 -0.9094 0.07
H -1.346 0.738 -1.001 2.4083 -0.6111 0.8263 0.19
N 0.993 -0.586 0.681 -0.3032 1.0149 -0.9827 0.15
N -0.397 0.406 -0.594 -2.3433 1.7044 -1.1132 0.11
```
Positions in Å, forces in eV/Å.

Values from the calculation:
- spin multiplicity = 1
- net charge = +1
- relative energy (zero: lowest compared OMol25 entry of this formula, charge and spin) (eV) = 0.0000
- structure (SMILES) = Cc1[nH]c(SCl)c[nH+]1
- frontier orbital gap (Eh) = 0.319
- HOMO (eV) = -12.79



2.
Below is C4H6ClN3O2S in the gas phase, with properties calculated with the ωB97M-V functional and the def2-TZVPD basis.

XYZ file:
```
17
Properties=species:S:1:pos:R:3:forces:R:3:lowdin_charge:R:1
C -0.111 -0.896 0.095 1.9619 4.2113 0.4681 -0.61
S -0.380 1.644 1.567 -1.8232 -2.0318 1.9087 0.57
C 0.525 -2.325 -1.793 4.4639 -0.6543 -0.9412 -0.03
N -1.766 2.048 0.769 0.0423 0.8345 -0.1250 -0.07
O 0.399 2.821 1.528 1.1566 0.9849 0.5586 -0.28
H -0.455 -2.654 -1.753 -1.7264 -0.7233 -0.0421 0.03
C 0.345 0.512 0.521 -0.4516 -5.0437 -1.8594 -0.25
C 1.466 0.686 -0.321 -1.5632 0.8112 1.6826 -0.14
O -0.831 0.968 2.801 1.3437 1.0429 -1.6845 -0.33
N 0.724 -1.214 -0.921 -1.8650 1.9207 0.6919 -0.24
H -2.428 1.362 1.040 -0.9435 -1.0608 -0.0082 0.04
H -2.077 2.870 1.287 0.0210 0.4010 -0.3467 0.08
H 2.091 1.523 -0.114 0.6443 0.4220 -0.8380 0.11
Cl -1.320 -1.924 0.662 -0.1543 0.0777 0.0333 0.78
H 1.263 -3.024 -1.313 -1.0386 -0.4637 -1.0627 0.12
N 1.638 -0.267 -1.190 0.8092 -0.7574 -0.3719 0.09
H 0.916 -2.129 -2.864 -0.8770 0.0287 1.9364 0.13
```
Positions in Å, forces in eV/Å.

Values from the calculation:
- spin multiplicity = 1
- relative energy (zero: lowest compared OMol25 entry of this formula, charge and spin) (eV) = 0.3443
- structure (SMILES) = Cn1ncc(S(N)(=O)=O)c1Cl
- frontier orbital gap (Eh) = 0.368
- HOMO (eV) = -9.55



3.
Below is a 2-piece molecular cluster, C4H6ClN3O3 overall, with properties calculated with the ωB97M-V functional and the def2-TZVPD basis.

XYZ file:
```
17
Properties=species:S:1:pos:R:3:forces:R:3:lowdin_charge:R:1
O 1.000 1.599 0.830 0.3688 0.4445 0.4814 -0.03
H -1.943 0.647 -2.515 0.4962 -1.3657 0.5648 0.13
H 0.770 2.055 2.977 0.5778 -0.8695 -1.5467 0.11
H 0.991 0.192 2.404 -0.6980 2.7070 -0.4046 0.14
C -0.371 -0.587 -2.693 1.8537 -2.0045 -2.6442 -0.76
C 0.066 1.968 0.042 -0.0006 0.1529 -1.3643 -0.38
N -1.490 -0.239 -2.197 -3.3497 1.5642 2.7783 0.08
Cl -0.351 -0.472 -4.453 0.6158 0.4296 0.3708 0.69
H 1.493 -1.703 -2.571 0.0447 -0.0663 -0.5849 0.11
H -1.570 -0.584 -1.199 -0.1918 1.1589 -1.2556 0.12
O -0.296 -1.285 -0.042 -2.4760 0.7731 2.0635 0.04
O 1.672 -2.145 -0.286 -1.9384 1.0319 -0.7103 0.02
N -0.632 2.258 -0.834 -0.0161 0.0407 0.6552 0.17
C 0.574 1.284 2.157 -0.5632 -2.2981 2.3299 -0.06
H -0.524 1.202 2.173 0.3400 -0.1842 -0.1785 0.09
N 0.623 -1.586 -0.732 4.1822 -1.6419 -1.0658 -0.40
C 0.596 -1.344 -2.122 0.7545 0.1274 0.5107 -0.07
```
Positions in Å, forces in eV/Å.

Values from the calculation:
- spin multiplicity = 1
- relative energy (zero: lowest compared OMol25 entry of this formula, charge and spin) (eV) = 0.8040
- structure (SMILES) = N/C(Cl)=C\[N+](=O)[O-].COC#N
- frontier orbital gap (Eh) = 0.338
- HOMO (eV) = -9.40



4.
Below is a 2-piece molecular cluster, C4H6ClN4 overall, with properties calculated with the ωB97M-V functional and the def2-TZVPD basis.

XYZ file:
```
15
Properties=species:S:1:pos:R:3:forces:R:3:lowdin_charge:R:1
C 2.109 -0.032 -0.267 0.3310 -0.9479 1.4148 -0.34
N 1.796 -0.392 -1.369 1.4340 0.1691 -3.3327 0.14
C -1.292 1.261 1.221 -0.9029 -1.7093 0.0483 -0.07
H 2.171 -0.208 -2.300 0.2053 0.3859 0.7778 0.14
H -2.451 2.296 2.569 -1.1493 1.2467 0.6378 0.11
C -0.684 0.526 0.251 -0.5082 1.0910 0.3612 -0.14
C -1.120 -0.639 -0.358 -0.3524 -0.4775 -1.1818 -0.73
H 2.586 0.011 1.719 -0.1164 -0.1290 -0.4066 0.12
Cl -2.550 -1.319 0.219 -0.5772 -0.4709 0.2016 0.84
N 1.977 0.073 0.912 1.0942 1.0044 1.4861 0.22
H -0.816 -2.183 -1.720 0.1640 1.7799 0.6116 0.16
N -1.805 1.685 2.177 1.3104 -0.7696 -0.6673 0.33
H 0.410 -0.853 -1.637 -0.5452 -0.4349 0.0786 0.02
H 0.218 0.979 0.004 1.0655 0.5418 -0.8407 0.07
N -0.549 -1.206 -1.420 -1.4528 -1.2799 0.8112 0.13
```
Positions in Å, forces in eV/Å.

Values from the calculation:
- spin multiplicity = 1
- net charge = +1
- relative energy (zero: lowest compared OMol25 entry of this formula, charge and spin) (eV) = 1.3138
- frontier orbital gap (Eh) = 0.343
- HOMO (eV) = -13.39



5.
Below is C4H6ClNO2 in the gas phase, with properties calculated with the ωB97M-V functional and the def2-TZVPD basis.

XYZ file:
```
14
Properties=species:S:1:pos:R:3:forces:R:3:lowdin_charge:R:1
H 2.651 -0.585 0.791 -0.0403 -0.5792 -1.2039 0.11
O 0.246 -0.435 -0.242 -0.8574 0.9592 0.2616 -0.10
C 2.488 -0.944 -0.268 0.8341 0.5292 -0.5366 0.00
C -1.946 0.386 -0.025 0.9728 0.0047 0.0831 -0.73
O 0.743 -2.701 -0.364 0.4582 -0.3753 -0.3101 0.16
N -1.184 -0.580 -0.336 0.4798 -1.3825 -0.4547 0.04
H -0.789 2.277 -0.090 -1.3184 -1.1114 1.3152 0.11
H 3.300 -1.623 -0.651 -0.8473 0.6671 0.6662 0.11
H -1.254 1.620 1.623 -0.0637 0.1010 -1.0260 0.09
H 2.413 -0.033 -0.924 0.3561 -0.8761 0.7187 0.10
C 1.149 -1.599 -0.352 -2.3801 1.5173 0.8537 -0.46
C -1.594 1.741 0.562 -0.4244 1.5132 -0.5264 -0.11
H -2.533 2.417 0.583 1.6065 -1.1700 -0.0874 0.08
Cl -3.689 0.059 -0.308 1.2241 0.2027 0.2464 0.61
```
Positions in Å, forces in eV/Å.

Values from the calculation:
- spin multiplicity = 1
- relative energy (zero: lowest compared OMol25 entry of this formula, charge and spin) (eV) = 2.7971
- structure (SMILES) = CC(=O)O/N=C(\C)Cl
- frontier orbital gap (Eh) = 0.396
- HOMO (eV) = -10.05



6.
Below is C4H6ClNOS in the gas phase, with properties calculated with the ωB97M-V functional and the def2-TZVPD basis.

XYZ file:
```
14
Properties=species:S:1:pos:R:3:forces:R:3:lowdin_charge:R:1
H 0.438 -1.173 2.149 -0.0493 0.8116 -0.4227 0.09
O 2.326 -0.227 0.418 -0.2941 0.5521 0.1651 0.20
H 0.160 1.148 1.047 -1.3373 -0.4704 -0.0237 0.18
C -0.352 -0.952 1.405 1.6600 -3.9967 -0.9261 -0.06
Cl 1.409 -0.366 -2.836 -0.1382 0.1535 -0.0591 0.39
H -1.632 -0.363 -1.167 1.1845 1.5444 1.3452 0.13
S -0.207 1.718 -1.682 -2.1722 0.7474 -0.8078 0.71
N 1.296 1.150 -1.866 0.7589 -1.7895 2.9085 -0.84
H -1.931 1.115 -0.212 -2.3397 1.7885 1.4762 0.02
C 1.320 0.216 0.063 1.0783 -1.0383 -3.4194 -0.26
H -1.251 -0.997 1.975 -0.9548 0.6479 -0.0491 0.06
C -0.091 0.199 0.451 -0.6416 1.3554 1.9208 -0.42
C -1.181 0.536 -0.559 3.6309 -2.7483 -3.0246 -0.36
H -0.304 -2.004 0.815 -0.3854 2.4424 0.9167 0.15
```
Positions in Å, forces in eV/Å.

Values from the calculation:
- spin multiplicity = 1
- relative energy (zero: lowest compared OMol25 entry of this formula, charge and spin) (eV) = 4.3438
- frontier orbital gap (alpha / beta) (Eh) = 0.315 / 0.315
- HOMO (alpha / beta) (eV) = -8.41 / -8.41



7.
Below is C4H6ClNS in the gas phase, with properties calculated with the ωB97M-V functional and the def2-TZVPD basis.

XYZ file:
```
13
Properties=species:S:1:pos:R:3:forces:R:3:lowdin_charge:R:1
C 0.050 1.772 0.125 0.0953 -1.8290 -1.6751 -0.03
H -0.210 1.778 1.151 -0.1609 0.6253 0.9049 0.10
H -1.148 -1.874 1.335 -0.1002 1.1876 -2.3919 0.14
C 1.415 1.154 -0.239 -2.0749 0.0623 -2.0338 -0.07
S 1.351 -2.069 -0.206 0.4561 1.0726 -0.1547 0.66
H -0.539 2.374 -0.585 0.6128 -0.0309 0.6033 0.12
Cl -2.584 -0.590 -0.301 0.0425 0.2284 0.5296 0.52
C -1.115 -1.538 0.189 -3.1999 -2.3823 2.0745 -0.64
C 0.140 -0.928 -0.147 0.5342 -0.1391 0.1144 -0.93
N 0.142 0.382 -0.374 2.5444 0.7419 -1.1463 -0.13
H 1.783 0.670 0.621 1.9065 0.2073 0.6792 0.07
H 2.028 1.347 -1.215 -1.2829 -0.1783 2.2294 0.15
H -1.313 -2.477 -0.353 0.6269 0.4344 0.2665 0.05
```
Positions in Å, forces in eV/Å.

Values from the calculation:
- spin multiplicity = 1
- relative energy (zero: lowest compared OMol25 entry of this formula, charge and spin) (eV) = 2.3705
- structure (SMILES) = S=C(CCl)N1CC1
- frontier orbital gap (Eh) = 0.326
- HOMO (eV) = -8.54



8.
Below is C4H6CoO5 as an isolated structure, with properties calculated with the ωB97M-V functional and the def2-TZVPD basis.

XYZ file:
```
16
Properties=species:S:1:pos:R:3:forces:R:3:lowdin_charge:R:1
O -1.862 -0.239 -0.324 0.5367 0.9062 3.5126 0.01
O -3.616 -0.730 -1.659 -0.0385 0.3715 -0.0250 0.25
O -1.684 -1.772 -1.946 -0.4111 1.5309 0.9517 0.24
H 3.188 -1.750 -0.601 -0.2713 0.1650 -0.0926 0.11
O 1.375 0.724 0.734 -1.3884 0.6329 0.0004 -0.14
O 0.291 2.192 1.666 -1.1040 0.4637 -0.6304 0.03
H 0.191 2.945 2.267 0.0270 0.2672 0.3411 0.18
H -4.029 0.025 -1.222 -0.1165 0.0578 0.1146 0.16
H 3.018 -0.347 1.459 -0.4895 -0.1588 0.0333 0.15
C 2.322 -0.322 0.623 1.8014 -1.1153 -1.1087 -0.12
C 2.427 -0.974 -0.528 -0.0077 0.6504 0.6920 0.13
H 1.851 -0.687 -1.409 0.0093 -0.3815 0.1730 0.09
C 1.473 1.587 1.733 1.2506 -0.3179 0.5158 0.02
Co -0.584 1.140 0.149 0.5162 -0.1607 -0.1318 1.29
H -2.002 -0.842 0.463 0.0875 0.5356 -0.6608 0.21
C -2.358 -0.950 -1.404 -0.4016 -3.4469 -3.6851 -0.59
```
Positions in Å, forces in eV/Å.

Values from the calculation:
- spin multiplicity = 4
- net charge = +2
- frontier orbital gap (alpha / beta) (Eh) = 0.304 / 0.224
- HOMO (alpha / beta) (eV) = -18.29 / -18.27



9.
Below is a 2-piece molecular cluster, C4H6F2O overall, with properties calculated with the ωB97M-V functional and the def2-TZVPD basis.

XYZ file:
```
13
Properties=species:S:1:pos:R:3:forces:R:3:lowdin_charge:R:1
H 2.363 -0.319 -1.445 -1.8010 -0.7087 0.6671 0.12
C 1.655 -0.672 -0.618 0.2536 0.2663 0.3522 -0.02
H -2.747 1.030 -1.002 0.6972 -1.5517 3.2342 0.21
F 0.820 1.506 -0.680 -0.0971 2.6155 -2.0315 0.09
C 0.231 0.451 1.223 -0.1458 -0.4401 0.5422 0.02
O -2.570 0.734 0.003 -2.7335 5.6584 -3.4480 0.02
H 2.286 -1.238 0.055 0.2278 0.3150 0.5930 0.07
C -2.024 -0.363 0.272 1.4135 -3.4097 0.6170 -0.29
C 0.886 0.438 0.030 0.2323 -1.3408 3.6559 -0.48
F -1.616 -1.150 -0.721 0.4110 -0.6508 -0.4237 0.02
H -0.300 1.336 1.663 0.6778 -0.7323 -1.0480 0.09
H 0.211 -0.407 1.935 0.4153 0.5891 -0.9886 0.08
H 0.804 -1.346 -0.713 0.4489 -0.6103 -1.7216 0.07
```
Positions in Å, forces in eV/Å.

Values from the calculation:
- spin multiplicity = 3
- relative energy (zero: lowest compared OMol25 entry of this formula, charge and spin) (eV) = 1.1774
- frontier orbital gap (alpha / beta) (Eh) = 0.247 / 0.294
- HOMO (alpha / beta) (eV) = -5.93 / -9.15



no.,E (a.u.)
1,-1123.65988
2,-1329.07868
3,-1006.02850
4,-834.90623
5,-821.36977
6,-1144.24877
7,-1069.05147
8,-1914.14598
9,-430.73889